[1]
The following is a quantum chemistry calculation of a 14-piece molecular cluster, C63H142F18N8OP3 overall in a non-equilibrium geometry, from the OMol25 dataset.

```
! wB97M-V def2-TZVPD RIJCOSX def2/J DEFGRID3
* xyz 5 1
C -8.881 5.248 3.010
C -7.918 5.085 4.278
C -6.483 4.997 3.908
N -5.442 5.281 5.018
C -5.442 6.834 5.170
C -4.119 4.720 4.594
C -4.042 3.369 5.365
C -5.256 3.210 6.205
C -5.739 4.616 6.367
H -8.329 5.642 2.164
H -9.758 5.823 3.255
H -9.235 4.260 2.703
H -8.227 4.272 4.917
H -8.035 6.037 4.792
H -6.286 5.727 3.168
H -6.060 4.065 3.539
H -6.464 7.159 5.374
H -5.117 7.262 4.222
H -4.865 7.248 6.011
H -3.339 5.408 4.911
H -4.092 4.726 3.523
H -3.143 3.435 6.019
H -3.865 2.528 4.679
H -5.104 2.715 7.164
H -5.935 2.518 5.668
H -5.169 5.099 7.180
H -6.837 4.708 6.612
C 3.983 -2.648 -2.093
C 5.131 -1.891 -2.753
C 5.063 -0.335 -2.556
N 6.329 0.471 -2.907
C 5.946 1.977 -2.837
C 6.981 0.107 -4.218
C 8.403 0.586 -4.101
C 8.736 0.600 -2.570
C 7.416 0.285 -1.870
H 3.045 -2.484 -2.587
H 3.871 -2.426 -1.038
H 4.256 -3.718 -2.151
H 5.034 -2.131 -3.800
H 6.129 -2.273 -2.409
H 5.064 -0.208 -1.470
H 4.190 0.102 -3.035
H 6.845 2.557 -2.489
H 5.113 2.085 -2.137
H 5.663 2.321 -3.817
H 6.369 0.520 -5.016
H 6.845 -0.966 -4.279
H 8.540 1.583 -4.518
H 8.932 -0.222 -4.682
H 9.067 1.614 -2.330
H 9.544 -0.037 -2.198
H 7.235 0.893 -1.007
H 7.365 -0.783 -1.533
C 8.218 1.050 3.218
C 7.335 0.627 4.395
C 7.497 -0.794 5.011
N 6.739 -1.021 6.324
C 7.111 -0.178 7.498
C 6.960 -2.447 6.706
C 5.706 -2.874 7.487
C 4.590 -1.799 7.170
C 5.261 -0.965 6.077
H 7.947 0.495 2.277
H 9.301 0.868 3.469
H 8.073 2.119 3.072
H 6.300 0.827 4.136
H 7.594 1.300 5.202
H 8.605 -1.072 5.228
H 7.115 -1.515 4.356
H 8.206 -0.018 7.507
H 6.625 -0.572 8.397
H 6.756 0.873 7.305
H 7.891 -2.468 7.318
H 7.063 -3.000 5.749
H 5.840 -2.926 8.553
H 5.370 -3.854 7.119
H 4.453 -1.165 8.048
H 3.708 -2.295 6.906
H 4.987 0.071 6.094
H 5.083 -1.427 5.071
C -8.801 -1.817 -1.358
C -9.925 -1.048 -0.723
C -9.627 -1.060 0.788
N -10.574 -0.247 1.728
C -11.995 -0.562 1.448
C -12.949 0.074 2.409
C -12.693 -0.374 3.817
C -11.232 -0.020 4.138
C -10.232 -0.648 3.185
C -10.348 1.226 1.419
H -7.882 -1.389 -1.024
H -8.874 -1.853 -2.472
H -8.817 -2.891 -1.186
H -10.890 -1.496 -0.967
H -9.996 -0.050 -1.163
H -8.659 -0.667 1.131
H -9.610 -2.065 1.248
H -12.072 -1.642 1.614
H -12.124 -0.327 0.364
H -13.961 -0.173 2.033
H -13.023 1.193 2.449
H -12.915 -1.443 3.913
H -13.399 0.005 4.591
H -11.051 -0.252 5.175
H -11.159 1.088 4.063
H -10.299 -1.736 3.167
H -9.218 -0.322 3.311
H -9.346 1.516 1.612
H -11.016 1.791 2.085
H -10.566 1.424 0.377
C -0.616 -0.879 -5.274
C -2.061 -0.770 -4.671
C -2.337 0.749 -4.582
N -3.719 1.081 -4.015
C -3.989 0.294 -2.799
C -3.018 0.595 -1.637
C -3.167 2.106 -1.285
C -2.823 2.956 -2.558
C -3.720 2.544 -3.714
C -4.756 0.852 -5.053
H -0.603 -0.899 -6.356
H -0.056 -1.732 -4.946
H 0.021 -0.023 -5.043
H -2.011 -1.101 -3.600
H -2.768 -1.401 -5.214
H -2.240 1.100 -5.589
H -1.649 1.247 -3.870
H -4.030 -0.758 -2.982
H -4.965 0.609 -2.428
H -1.974 0.382 -1.838
H -3.360 0.063 -0.791
H -2.446 2.321 -0.472
H -4.187 2.312 -1.033
H -1.801 2.966 -2.909
H -3.170 4.048 -2.410
H -3.484 3.041 -4.678
H -4.748 2.825 -3.547
H -5.719 0.833 -4.576
H -4.600 -0.143 -5.478
H -4.661 1.586 -5.764
C 5.889 10.046 5.119
C 6.364 9.199 3.871
C 5.814 7.809 4.081
N 6.214 6.649 3.148
C 5.350 5.445 3.533
C 3.891 5.555 3.061
C 3.808 5.982 1.594
C 4.656 7.166 1.280
C 6.107 6.879 1.719
C 7.670 6.339 3.475
H 6.349 11.012 4.952
H 6.191 9.573 6.005
H 4.845 10.400 5.077
H 7.478 9.215 3.941
H 6.082 9.608 2.910
H 4.710 7.784 4.019
H 6.168 7.471 5.067
H 5.437 5.313 4.620
H 5.843 4.601 2.977
H 3.290 6.173 3.711
H 3.474 4.582 3.136
H 2.763 6.185 1.307
H 4.098 5.171 0.933
H 4.354 8.094 1.797
H 4.658 7.429 0.212
H 6.736 7.720 1.400
H 6.488 6.003 1.178
H 8.200 7.270 3.509
H 8.143 5.669 2.751
H 7.645 5.948 4.490
C 5.547 -18.390 1.714
C 4.643 -18.071 0.349
C 4.929 -17.606 -1.026
N -2.322 -12.581 -4.510
C -2.975 -11.599 -3.863
C -3.437 -10.962 -5.321
C -2.595 -9.832 -5.529
C -2.355 -11.003 -6.413
C -1.389 -12.300 -5.868
C -2.799 -13.997 -4.529
H 6.704 -18.139 2.032
H 5.172 -19.316 2.145
H 5.151 -17.491 2.503
H 6.190 -17.375 -1.060
H 3.520 -18.085 0.453
H 4.292 -16.717 -0.573
H 4.734 -18.411 -1.897
H -2.523 -10.892 -3.123
H -3.497 -12.301 -3.293
H -11.976 -21.017 9.771
H -4.551 -11.312 -5.570
H -1.710 -9.450 -4.992
H -3.152 -8.936 -5.906
H 10.037 -14.250 -11.521
H -2.589 -11.121 -7.516
H -0.319 -12.377 -5.740
H -1.638 -12.942 -6.716
H -2.293 -14.573 -5.274
H -3.873 -14.061 -4.714
H -2.524 -14.423 -3.544
C 2.699 3.407 -11.432
C 2.173 3.612 -10.112
O 1.115 3.268 -9.656
N 2.998 4.528 -9.158
H 2.334 4.907 -8.485
H 3.465 3.811 -8.584
C 4.070 5.459 -9.679
H 2.798 4.362 -11.909
H 1.921 2.969 -12.019
H 3.645 2.881 -11.621
H 4.659 5.911 -8.872
H 3.609 6.298 -10.177
H 4.676 4.898 -10.412
P -5.770 1.316 1.604
F -5.896 1.728 3.233
F -7.314 1.413 1.357
F -5.617 2.863 1.233
F -5.442 0.870 0.061
F -4.110 1.181 1.933
F -5.970 -0.199 1.963
P 3.065 2.310 -6.427
F 3.641 3.841 -6.416
F 1.596 2.874 -6.903
F 3.641 2.183 -7.958
F 2.599 0.753 -6.637
F 4.548 1.841 -5.997
F 2.659 2.307 -4.876
P 4.356 1.854 1.383
F 3.398 1.247 0.262
F 4.939 2.918 0.183
F 3.243 2.938 1.755
F 5.389 2.528 2.402
F 3.881 0.862 2.521
F 5.541 0.841 0.934
*
```

Calculated values
- E_HOMO (eV) = -9.84
- HOMO-LUMO gap (eV) = 0.2
- energy (eV) = -158338.9162
- LUMO (Eh) = -0.3527

[2]
The following is a quantum chemistry calculation of a 12-piece molecular cluster, C63H153O39P3 overall in a non-equilibrium geometry, from the OMol25 dataset.

```
! wB97M-V def2-TZVPD RIJCOSX def2/J DEFGRID3
* xyz 0 1
C 3.533 -2.606 1.833
O 4.144 -2.394 3.061
P 5.694 -1.928 3.102
O 6.230 -1.643 4.444
O 6.449 -3.175 2.468
C 6.969 -4.313 3.174
O 5.915 -0.807 1.918
C 5.545 0.549 2.198
H 2.664 -1.949 1.868
H 3.199 -3.641 1.760
H 4.084 -2.419 0.912
H 6.543 -5.147 2.616
H 6.691 -4.316 4.228
H 8.041 -4.366 2.981
H 5.840 0.858 3.201
H 4.498 0.850 2.222
H 6.118 1.226 1.564
C -1.604 2.252 3.889
O -2.096 3.289 4.732
P -2.359 2.905 6.282
O -3.093 1.588 6.430
O -0.843 3.047 7.013
C 0.022 1.962 7.253
O -3.119 4.231 6.838
C -4.555 4.273 6.824
H -1.728 1.215 4.201
H -0.530 2.424 3.817
H -2.009 2.291 2.878
H 0.331 1.899 8.296
H 0.824 2.124 6.532
H -0.436 1.041 6.892
H -4.901 3.520 6.116
H -4.877 5.275 6.540
H -5.002 4.111 7.804
C -5.185 3.354 -2.162
O -4.225 4.391 -2.388
P -2.968 4.141 -3.480
O -1.826 3.304 -2.961
O -2.600 5.625 -3.945
C -3.646 6.448 -4.488
O -3.766 3.534 -4.810
C -3.075 3.221 -5.995
H -5.066 3.144 -1.099
H -4.987 2.398 -2.647
H -6.195 3.663 -2.433
H -4.621 5.975 -4.366
H -3.480 6.687 -5.538
H -3.676 7.427 -4.012
H -3.413 2.212 -6.233
H -1.997 3.079 -5.922
H -3.217 3.862 -6.865
C 1.939 -0.089 5.015
O 2.614 0.644 6.086
C 3.709 1.453 5.659
C 3.334 2.561 4.754
O 2.753 2.239 3.477
C 2.315 3.384 2.689
C 3.525 4.074 1.941
O 4.407 4.822 2.809
C 3.876 6.135 3.183
H 1.267 0.654 4.585
H 1.416 -0.975 5.374
H 2.691 -0.425 4.301
H 4.476 0.791 5.257
H 4.213 1.762 6.574
H 4.225 3.153 4.544
H 2.765 3.256 5.370
H 1.649 4.054 3.233
H 1.770 3.043 1.810
H 3.223 4.715 1.112
H 4.104 3.255 1.515
H 3.581 6.691 2.292
H 4.610 6.684 3.772
H 3.021 6.072 3.855
C -1.481 -0.087 -3.639
O -1.844 -1.303 -4.288
C -0.899 -2.384 -4.211
C 0.533 -2.139 -4.868
O 0.523 -1.648 -6.229
C 1.698 -1.736 -7.040
C 1.507 -2.852 -8.132
O 1.283 -4.062 -7.615
C 2.477 -4.778 -7.259
H -0.486 0.313 -3.833
H -1.496 -0.344 -2.580
H -2.257 0.656 -3.825
H -1.403 -3.247 -4.645
H -0.740 -2.609 -3.157
H 0.889 -3.166 -4.786
H 1.084 -1.478 -4.199
H 2.555 -2.055 -6.447
H 1.949 -0.850 -7.624
H 2.311 -2.816 -8.866
H 0.678 -2.593 -8.790
H 2.756 -4.366 -6.290
H 3.317 -4.765 -7.953
H 2.229 -5.819 -7.048
C 2.971 -6.716 0.364
O 4.349 -6.997 0.577
C 5.194 -6.050 -0.024
C 5.257 -6.118 -1.589
O 4.086 -5.626 -2.256
C 3.951 -5.932 -3.658
C 5.045 -5.380 -4.587
O 5.195 -3.975 -4.340
C 6.114 -3.434 -5.292
H 2.664 -6.766 -0.681
H 2.666 -5.743 0.750
H 2.413 -7.513 0.857
H 6.211 -6.167 0.351
H 4.994 -5.041 0.337
H 5.578 -7.124 -1.861
H 6.059 -5.419 -1.826
H 3.006 -5.466 -3.935
H 3.777 -6.991 -3.848
H 4.876 -5.698 -5.616
H 5.997 -5.844 -4.329
H 6.092 -2.350 -5.183
H 5.925 -3.618 -6.350
H 7.124 -3.758 -5.038
C -1.281 -1.904 6.977
O -1.870 -2.273 5.735
C -1.201 -3.335 5.089
C -2.121 -3.945 4.047
O -1.283 -4.804 3.260
C -1.969 -5.539 2.255
C -0.953 -6.295 1.358
O -1.600 -7.200 0.433
C -0.687 -7.843 -0.461
H -1.763 -1.032 7.419
H -0.232 -1.694 6.769
H -1.351 -2.764 7.643
H -0.832 -4.054 5.820
H -0.328 -2.962 4.553
H -2.503 -3.178 3.374
H -2.905 -4.541 4.514
H -2.581 -4.814 1.719
H -2.674 -6.262 2.663
H -0.185 -6.680 2.029
H -0.490 -5.517 0.751
H 0.070 -8.435 0.053
H -0.223 -7.120 -1.132
H -1.223 -8.517 -1.129
C 1.323 14.157 -0.338
O 1.054 12.867 0.202
C 1.257 11.835 -0.703
C 0.894 10.532 0.113
O 1.341 9.384 -0.567
C 0.892 8.205 0.086
C 1.492 6.927 -0.624
O 0.964 5.698 -0.175
C -0.324 5.372 -0.654
H 2.364 14.389 -0.563
H 0.954 14.845 0.423
H 0.842 14.442 -1.274
H 2.279 11.752 -1.072
H 0.528 11.993 -1.498
H -0.155 10.552 0.409
H 1.456 10.551 1.046
H -0.193 8.301 0.077
H 1.186 8.083 1.128
H 2.563 6.908 -0.424
H 1.383 7.034 -1.704
H -0.996 6.203 -0.438
H -0.791 4.481 -0.235
H -0.192 5.278 -1.732
C 5.868 -2.459 -1.473
O 5.176 -1.221 -1.565
C 4.268 -1.243 -2.654
C 3.351 -0.011 -2.729
O 4.005 1.179 -3.119
C 4.909 1.697 -2.111
C 4.960 3.233 -2.285
O 5.504 3.679 -3.524
C 6.874 3.502 -3.647
H 6.572 -2.537 -2.302
H 5.247 -3.352 -1.397
H 6.344 -2.502 -0.494
H 3.497 -2.002 -2.521
H 4.787 -1.482 -3.582
H 2.741 0.142 -1.838
H 2.546 -0.105 -3.458
H 5.915 1.314 -2.287
H 4.689 1.382 -1.091
H 5.407 3.770 -1.449
H 3.990 3.724 -2.377
H 7.083 2.517 -4.065
H 7.408 3.479 -2.697
H 7.219 4.309 -4.292
C -5.315 -5.772 -0.504
O -4.999 -4.603 -1.237
C -4.023 -3.775 -0.580
C -3.749 -2.657 -1.574
O -4.986 -1.904 -1.779
C -4.893 -0.871 -2.788
C -6.227 0.030 -2.721
O -6.180 0.688 -1.444
C -7.444 1.014 -0.926
H -5.692 -5.530 0.490
H -4.342 -6.198 -0.259
H -5.934 -6.494 -1.035
H -3.157 -4.419 -0.428
H -4.326 -3.409 0.401
H -3.345 -3.075 -2.497
H -3.034 -1.962 -1.135
H -4.721 -1.182 -3.819
H -4.107 -0.130 -2.648
H -7.123 -0.582 -2.831
H -6.172 0.715 -3.567
H -7.197 1.559 -0.015
H -8.106 0.166 -0.749
H -8.016 1.611 -1.636
C -3.853 -0.527 3.040
O -4.983 -1.311 2.698
C -5.745 -0.892 1.560
C -6.765 -1.860 1.117
O -7.520 -2.297 2.239
C -8.619 -3.208 1.899
C -9.965 -2.470 1.567
O -10.420 -1.618 2.606
C -9.791 -0.438 2.897
H -3.360 -0.958 3.911
H -4.129 0.479 3.357
H -3.118 -0.387 2.247
H -5.159 -0.609 0.686
H -6.330 -0.016 1.842
H -6.229 -2.687 0.653
H -7.393 -1.465 0.319
H -8.804 -3.784 2.805
H -8.201 -3.920 1.188
H -10.694 -3.251 1.352
H -9.873 -1.892 0.648
H -9.493 -0.064 1.917
H -8.892 -0.529 3.507
H -10.491 0.261 3.355
C -2.457 1.482 -0.482
O -1.203 0.778 -0.598
C -0.083 1.388 0.082
C 1.013 0.320 0.365
O 0.885 -0.462 1.528
C -0.228 -1.344 1.631
C -0.235 -2.396 0.418
O 0.975 -3.112 0.363
C 1.291 -3.655 -0.898
H -2.346 2.558 -0.619
H -2.729 1.271 0.552
H -3.197 1.058 -1.160
H -0.367 1.890 1.006
H 0.367 2.155 -0.549
H 1.877 0.958 0.549
H 1.271 -0.430 -0.382
H -1.176 -0.807 1.609
H -0.183 -1.919 2.555
H -0.479 -1.894 -0.518
H -1.049 -3.088 0.635
H 1.314 -2.923 -1.706
H 0.597 -4.457 -1.151
H 2.313 -4.033 -0.866
*
```

Calculated values
- SMILES = COP(=O)(OC)OC.COP(=O)(OC)OC.COP(=O)(OC)OC.COCCOCCOC.COCCOCCOC.COCCOCCOC.COCCOCCOC.COCCOCCOC.COCCOCCOC.COCCOCCOC.COCCOCCOC.COCCOCCOC
- E_HOMO (eV) = -9.06
- HOMO-LUMO gap (eV) = 9.5
- energy (eV) = -175517.6814
- LUMO (Eh) = 0.0159